The following is a quantum chemistry calculation of 5 unconnected molecules or ions with the total composition C5H18NO6 at a distorted geometry, from OMol25.

```
30
Properties=species:S:1:pos:R:3:forces:R:3:lowdin_charge:R:1
C 1.090667 1.201098 -0.607186 -1.541 -0.208 1.678 -0.15
C 1.024983 1.662757 0.965012 0.721 0.610 -3.397 -0.40
C -0.400192 2.002422 1.321580 -0.702 0.348 -0.916 -0.10
C 1.890923 2.909601 1.165553 0.070 0.087 2.064 -0.11
N 0.679595 -0.203496 -0.813451 -0.912 1.820 -0.240 0.04
C -0.652405 -0.502501 -1.253706 1.730 0.783 -0.835 -0.66
O -1.244796 0.516142 -1.723129 -1.051 -1.095 1.662 -0.09
O -0.934332 -1.720252 -1.276741 -0.287 0.495 -0.139 -0.04
H 2.144675 1.282328 -0.895295 -0.316 0.433 -0.470 0.10
H 0.265522 1.817618 -1.147906 2.073 -0.885 0.488 0.14
H 1.552542 0.930426 1.545440 -0.545 -1.006 0.464 0.10
H -1.080555 1.161347 1.271826 -0.058 -0.283 -0.158 0.07
H -0.856333 2.835418 0.661448 1.004 -1.285 0.888 0.12
H -0.388677 2.337561 2.325276 -0.345 0.576 1.238 0.05
H 2.403346 2.846376 2.190154 -0.820 0.394 -1.241 0.10
H 1.253595 3.778712 1.122361 -0.163 0.527 0.296 0.06
H 2.668587 3.124843 0.474655 0.782 -0.389 -0.936 0.04
H 1.186529 -0.897003 -0.324192 0.262 -0.731 0.369 0.09
H -2.317060 -2.685354 -1.120796 -0.478 -0.265 1.552 0.04
H -3.017391 -2.816501 0.324010 0.180 0.772 0.230 0.03
O -2.834514 -3.281487 -0.481651 -0.776 -0.609 -1.916 -0.12
H 0.253721 -2.998805 1.984684 -0.440 0.405 0.232 -0.01
H 0.838809 -1.605809 1.934883 -0.200 0.069 0.216 0.00
O 0.417570 -2.214744 2.554597 0.585 -0.160 -0.118 -0.10
H -1.457003 -4.166947 0.333327 1.612 1.487 -0.040 0.07
H -0.247629 -3.259309 -0.157973 -0.116 0.843 -1.540 -0.01
O -0.620629 -3.668297 0.597890 -0.693 -2.683 1.832 -0.11
H 0.246976 0.472908 -3.699893 -0.131 -0.016 0.003 -0.01
H -1.227576 0.617933 -3.196828 1.641 -0.460 -1.839 0.02
O -0.638949 0.523018 -4.073951 -1.085 0.427 0.572 -0.17
```
Forces are in eV/Å.

Output
- 2S+1 = 1
- net charge = -1
- energy above the lowest of the compared OMol25 structures with the same formula, charge and spin (kcal per mole) = 36.5
- calculated total energy (Ha) = -707.57854
- E_LUMO (eV) = 3.33
- F_max (hartree/bohr) = 0.06856

The following is a quantum chemistry calculation of 2 unconnected molecules or ions with the total composition C14H21Br2F3N2O3S2Si, from OMol25.

```
48
Properties=species:S:1:pos:R:3:forces:R:3:lowdin_charge:R:1
F -4.360044 -2.684538 -4.214779 0.080 -0.051 -0.212 0.05
C -3.510105 -3.483672 -4.890535 -0.340 -0.207 0.136 -0.96
F -3.312640 -4.586279 -4.135781 -0.020 0.203 -0.001 0.05
Br -4.342919 -4.047104 -6.535547 0.081 0.004 0.050 0.81
C -2.151991 -2.772542 -5.024481 0.250 0.251 -0.092 -0.82
F -1.251211 -3.723532 -5.411276 -0.207 0.053 0.026 -0.01
Br -2.189330 -1.407486 -6.417130 0.035 -0.073 0.101 0.79
C -1.760630 -2.123886 -3.696094 0.192 -0.025 0.069 -0.25
C -0.236823 -1.979209 -3.520469 -0.117 0.135 0.142 -0.30
Si 0.470006 -0.259772 -3.863402 0.032 -0.095 -0.051 0.66
C 1.766718 0.168289 -2.564044 -0.041 0.118 0.064 -0.31
C 1.264882 0.771043 -1.229641 0.205 -0.057 0.190 -0.31
C -0.168012 0.408239 -0.853333 -0.159 0.050 0.147 -0.48
S -0.609080 0.778557 0.888572 0.364 0.225 -0.075 0.88
C -0.763412 -0.856555 1.590058 -0.060 -0.071 -0.146 -1.07
S -2.125166 -1.715736 1.448637 -0.026 -0.066 -0.034 0.73
N 0.328568 -1.299384 2.324647 -0.065 0.104 0.171 -0.14
C 1.670383 -0.957288 2.190119 -0.031 0.312 -0.157 -0.08
C 2.320878 -1.649400 3.142333 0.353 -0.115 0.209 -0.13
N 1.439993 -2.406045 3.899771 0.071 0.069 -0.016 0.08
C 0.276194 -2.180922 3.389378 -0.203 -0.298 0.097 -0.18
H -2.190672 -2.705276 -2.878159 0.084 -0.163 -0.094 0.12
H -2.241198 -1.146733 -3.656398 -0.126 -0.083 0.023 0.09
H 0.006544 -2.227346 -2.484198 0.019 -0.011 -0.029 0.07
H 0.300515 -2.710814 -4.123712 -0.014 -0.022 0.004 0.07
H 1.072063 -0.249886 -5.214923 0.035 0.106 0.026 -0.03
H -0.621632 0.742137 -3.797106 -0.024 -0.005 -0.119 -0.01
H 2.335537 -0.742078 -2.352073 -0.037 -0.047 -0.068 0.08
H 2.483611 0.863982 -3.005742 0.015 -0.040 -0.036 0.07
H 1.930020 0.441098 -0.431231 0.027 0.035 -0.029 0.07
H 1.358177 1.858340 -1.251433 -0.077 -0.009 -0.039 0.11
H -0.379357 -0.650280 -0.995799 -0.100 0.027 -0.098 0.05
H -0.869096 1.007161 -1.430428 -0.085 -0.223 -0.152 0.06
H 2.021402 -0.261067 1.452160 -0.093 0.000 0.031 0.09
H 3.379882 -1.641129 3.344826 -0.050 -0.045 0.012 0.10
H -0.658318 -2.593463 3.735260 0.003 0.049 -0.093 0.11
C 1.443802 6.025733 5.095713 -0.016 0.066 0.018 -0.04
O 0.383183 5.066161 5.054698 -0.008 0.000 0.002 0.00
C 0.769351 3.838003 4.712441 -0.040 0.017 0.000 -0.62
O 1.893870 3.502480 4.447124 0.052 -0.018 -0.018 0.12
O -0.301835 3.047468 4.713266 -0.011 0.001 0.015 0.01
C -0.025452 1.687357 4.367226 -0.066 -0.162 0.017 -0.05
H 0.977218 6.961872 5.385471 -0.010 -0.003 0.001 0.09
H 2.194361 5.735414 5.827984 0.016 -0.021 -0.012 0.10
H 1.909831 6.123042 4.117285 0.017 -0.023 -0.004 0.10
H 0.660650 1.236654 5.082335 0.047 0.032 -0.015 0.10
H 0.394091 1.624731 3.365382 0.075 0.024 0.031 0.05
H -0.982810 1.173658 4.403031 -0.025 0.050 0.009 0.10
```
Forces are in eV/Å.

Output
- 2S+1 = 1
- net charge = 0
- energy above the lowest of the compared OMol25 structures with the same formula, charge and spin (kcal per mole) = 0.0
- calculated total energy (Ha) = -7414.76802
- E_LUMO (eV) = -1.15
- F_max (hartree/bohr) = 0.00845
- structure (SMILES) = FC(F)(Br)[C@@](F)(Br)CC[SiH2]CCCSC(=S)n1ccnc1.COC(=O)OC

The following is a quantum chemistry calculation of 2 unconnected molecules or ions with the total composition C5H17N2O at a distorted geometry, from OMol25.

```
25
Properties=species:S:1:pos:R:3:forces:R:3:lowdin_charge:R:1
N 0.923229 0.877168 0.425872 -0.180 1.533 1.504 0.18
C 0.894688 -0.562193 -0.110791 0.553 0.359 -0.793 -0.32
C 0.959449 -1.474234 1.048212 -2.123 -2.261 1.269 -0.39
C 2.153085 -1.250000 2.033571 -2.044 0.260 -0.264 -0.01
C -0.394298 -1.623840 1.862037 0.839 2.369 0.658 -0.03
C -0.163605 -0.754700 -1.188332 -2.036 0.802 -1.951 -0.09
N -1.218359 0.267425 -1.299653 -1.591 -3.096 0.484 0.30
H 2.030213 1.042275 0.646514 -3.425 0.360 -0.589 0.25
H 0.347101 0.893968 1.415493 2.002 -0.161 -2.658 0.22
H 0.379164 1.665876 -0.166528 2.384 -1.907 1.349 0.22
H 1.791573 -0.837347 -0.722563 -0.046 1.248 0.801 0.18
H 0.955317 -2.432629 0.510731 1.010 -0.260 0.416 0.15
H 2.457253 -2.202516 2.345972 0.301 -1.392 0.836 0.08
H 1.934600 -0.638970 2.939862 -0.112 -0.340 -0.797 0.12
H 3.001069 -0.894976 1.539399 1.490 0.947 -0.899 0.07
H -0.412226 -0.599837 2.431619 -0.570 -2.075 -0.104 0.10
H -0.337272 -2.515229 2.535208 -0.004 1.116 -0.301 0.12
H -1.348992 -1.681733 1.304775 0.630 -0.131 -0.113 0.08
H -0.731556 -1.793096 -1.432065 1.071 1.658 1.027 0.25
H 0.340375 -0.643909 -2.165848 0.042 -0.276 -0.105 0.17
H -1.964622 0.094446 -2.015081 1.198 0.475 -0.419 0.19
H -1.796837 0.468674 -0.479463 0.575 0.824 0.593 0.16
H -4.033053 4.811474 -4.108903 1.817 -0.360 0.505 0.08
H -2.656391 5.272197 -3.496322 -0.074 0.481 -0.006 0.02
O -3.109893 4.511695 -3.853724 -1.709 -0.172 -0.443 -0.10
```
Forces are in eV/Å.

Output
- 2S+1 = 2
- net charge = +2
- energy above the lowest of the compared OMol25 structures with the same formula, charge and spin (kcal per mole) = 94.7
- calculated total energy (Ha) = -384.64431
- E_LUMO (alpha / beta) (eV) = -7.94 / -13.13
- F_max (hartree/bohr) = 0.06834

The following is a quantum chemistry calculation of a single CH4OS3 molecule at a distorted geometry, from OMol25.

```
9
Properties=species:S:1:pos:R:3:forces:R:3:lowdin_charge:R:1
C -1.450942 0.048613 -0.813102 0.833 -0.153 3.281 -0.13
S -0.194988 1.394542 0.422374 -1.860 -0.761 -2.031 0.46
S 1.266659 -0.025292 0.697941 1.482 -0.103 1.394 -0.07
O 0.555568 -1.200331 1.188248 0.607 0.083 -0.378 -0.54
S 2.645090 -0.172655 -0.674392 -1.077 0.080 0.740 0.18
H -2.344113 -0.174060 -0.146078 1.244 0.686 -0.921 0.05
H -0.737045 -0.770826 -0.698300 -0.467 -0.022 -0.473 -0.03
H -1.683787 0.313313 -1.830707 0.331 0.773 -0.004 0.02
H 1.943559 0.586700 1.854018 -1.092 -0.583 -1.610 0.05
```
Forces are in eV/Å.

Output
- 2S+1 = 1
- net charge = 0
- energy above the lowest of the compared OMol25 structures with the same formula, charge and spin (kcal per mole) = 54.9
- calculated total energy (Ha) = -1310.19133
- E_LUMO (eV) = -0.55
- F_max (hartree/bohr) = 0.06590
- structure (SMILES) = CS[S@@H](=O)=S

The following is a quantum chemistry calculation of 2 unconnected molecules or ions with the total composition C25H27N8O6 at a distorted geometry, from OMol25.

```
66
Properties=species:S:1:pos:R:3:forces:R:3:lowdin_charge:R:1
O -5.439029 -1.675312 0.547404 -0.370 -0.563 0.812 0.11
O -2.274042 -1.340000 0.462439 -0.425 -0.026 1.455 0.09
O -1.471399 4.245604 -5.143815 -0.171 0.440 0.524 0.02
O 2.697590 2.509891 -3.392341 -0.135 0.440 0.026 0.06
N 1.283095 -3.661333 1.751756 -0.403 0.206 0.582 0.07
N 0.165204 -4.169554 1.360192 -0.127 0.197 0.105 0.07
O -6.866372 -2.895130 1.800535 1.008 -0.110 -0.167 0.13
O -2.979242 -0.889458 2.574370 -0.051 -0.903 -0.729 0.14
C -5.641668 -2.619739 1.294626 0.293 1.323 -0.985 -0.44
C -2.774816 -1.715028 1.520108 0.740 1.374 -1.586 -0.45
C -0.516519 3.595460 -5.554283 -1.095 -0.235 -0.283 -0.54
C 2.449439 3.703556 -3.250693 0.034 -1.419 -0.439 -0.47
C 1.065697 -2.860126 2.864239 0.153 -0.158 -0.375 -0.22
C -0.286189 2.088697 -1.259595 -0.353 0.310 -0.603 0.03
C -0.269366 -2.884220 3.132302 -0.115 -0.174 -0.277 0.01
C -0.623400 3.005890 -2.219135 0.975 0.162 0.287 -0.19
C -2.106635 1.364683 -2.303816 0.449 0.155 0.197 -0.02
C 2.853959 -0.587297 5.339172 0.228 -0.490 -0.597 -0.08
C -3.849456 -5.810598 2.241413 0.205 0.449 -0.205 -0.03
C 1.829234 -1.254615 4.657100 0.135 -0.006 -0.057 -0.06
C -4.843266 -4.883058 1.928179 0.301 0.200 -0.061 0.01
C 4.188128 -0.799981 4.980127 -0.728 0.314 0.336 -0.05
C 3.477949 -2.329894 3.256947 -0.781 -0.005 0.005 0.01
C -2.517654 -5.404156 2.296334 -0.277 0.089 -0.070 0.03
C 2.125198 -2.137601 3.600318 0.961 0.248 0.095 -0.17
C -4.528751 -3.537154 1.649538 0.470 -1.337 0.961 -0.05
C -3.165201 -3.123987 1.721424 -0.717 -1.101 0.703 0.00
C 4.499876 -1.674389 3.943160 0.131 -0.251 0.096 -0.33
C -2.167673 -4.068321 2.059526 -1.585 -0.593 -0.469 -0.14
N -1.227452 1.068799 -1.322077 -0.224 0.683 -0.883 0.13
N 5.821228 -1.900494 3.604415 0.333 -0.061 -0.195 0.09
N -0.819133 -3.708954 2.173382 1.312 1.249 0.993 -0.08
N 3.302288 4.560961 -2.678489 0.094 0.811 0.111 0.03
N 0.619430 3.451189 -4.869172 1.525 -0.069 0.619 0.12
N -1.754966 2.542530 -2.861243 0.156 -1.050 0.984 0.17
C -0.635979 2.814744 -6.840523 0.136 0.174 -0.005 0.02
C 4.625540 4.194003 -2.167560 -0.129 -0.312 -0.026 -0.04
C 0.092469 4.298779 -2.548322 -0.781 0.035 -0.112 -0.05
C 1.096870 4.257988 -3.726715 -0.366 -0.251 -0.322 -0.18
H -7.450393 -2.201401 1.457552 -0.053 -0.044 -0.025 0.14
H -2.752499 0.000682 2.273504 0.061 0.147 0.027 0.13
H 0.573371 2.140419 -0.600032 -0.397 -0.362 -0.035 0.15
H -0.789136 -2.383088 3.938860 -0.309 -0.332 -0.336 0.13
H -2.948521 0.743569 -2.600772 0.296 0.239 0.154 0.17
H 2.615615 0.090906 6.153666 0.014 -0.116 -0.129 0.10
H -4.110557 -6.847708 2.437912 0.052 0.233 -0.035 0.12
H 0.804808 -1.076631 4.965797 0.031 -0.051 -0.073 0.09
H -5.876808 -5.221057 1.887934 0.181 0.243 -0.006 0.13
H 4.982358 -0.286733 5.511531 -0.030 -0.039 -0.016 0.11
H 3.739590 -3.006838 2.449745 -0.125 0.009 0.048 0.11
H -1.740094 -6.125152 2.538232 -0.063 0.237 -0.042 0.13
H -1.245630 0.217775 -0.752165 -0.257 0.180 -0.113 0.14
H 6.530814 -1.617437 4.277330 -0.361 -0.361 -0.472 0.10
H 6.019402 -2.710054 3.019017 0.046 0.488 0.503 0.10
H 3.031181 5.529438 -2.615483 0.054 -0.041 -0.041 0.14
H 1.286371 2.785484 -5.239433 0.123 0.119 0.224 0.15
H -2.197603 3.024563 -3.646824 0.102 -0.020 0.019 0.16
H -0.521255 1.750977 -6.639570 0.090 -0.091 -0.101 0.09
H -1.613737 3.000967 -7.285021 0.144 -0.007 0.147 0.09
H 0.138128 3.142029 -7.532338 0.058 -0.160 -0.111 0.09
H 4.532578 3.724899 -1.185867 0.085 0.015 -0.064 0.09
H 5.256437 5.080993 -2.082373 -0.263 -0.057 -0.051 0.09
H 5.111163 3.485634 -2.843705 -0.193 0.104 0.067 0.09
H -0.670297 5.043515 -2.785365 0.041 -0.062 -0.032 0.12
H 0.596587 4.662164 -1.651279 0.059 -0.147 -0.011 0.13
H 1.263138 5.279708 -4.072083 -0.194 0.132 0.060 0.15
```
Forces are in eV/Å.

Output
- 2S+1 = 1
- net charge = +1
- energy above the lowest of the compared OMol25 structures with the same formula, charge and spin (kcal per mole) = 0.0
- calculated total energy (Ha) = -1858.23729
- E_LUMO (eV) = -2.20
- F_max (hartree/bohr) = 0.04326

The following is a quantum chemistry calculation of a single C5H9NO2 molecule, from OMol25.

```
17
Properties=species:S:1:pos:R:3:forces:R:3:lowdin_charge:R:1
C -0.120750 2.672132 -0.654123 -0.205 0.416 -0.189 0.01
C 0.518400 1.547450 -0.621148 0.036 -0.104 -0.046 -0.11
C 1.158845 0.423704 -0.580009 0.106 -0.431 -0.001 -0.01
C 0.565552 -0.947188 -0.270600 -0.405 0.254 0.200 -0.66
N 1.143757 -1.396453 0.955276 0.008 -0.272 0.026 0.13
O 0.931962 -1.861277 -1.249602 0.365 -0.249 -0.018 0.05
O -0.865147 -0.949031 -0.314258 0.295 -0.094 -0.266 -0.12
C -1.556064 -0.402458 0.779277 -0.163 0.229 0.304 -0.10
H -0.216297 3.296166 0.220731 0.002 0.036 0.175 0.06
H -0.571810 3.038972 -1.567193 0.006 -0.047 -0.052 0.06
H 2.225884 0.373196 -0.766415 -0.003 0.133 0.015 0.12
H 0.928233 -2.375571 1.117960 -0.049 0.141 -0.004 0.10
H 0.860143 -0.825566 1.741522 0.102 -0.041 -0.075 0.09
H 0.279064 -1.812998 -1.953999 -0.119 0.090 -0.024 0.11
H -2.614816 -0.407259 0.491218 0.286 0.064 0.185 0.10
H -1.432142 -1.006111 1.695681 -0.055 0.146 -0.281 0.09
H -1.234813 0.632290 0.975681 -0.205 -0.271 0.052 0.08
```
Forces are in eV/Å.

Output
- 2S+1 = 1
- net charge = 0
- energy above the lowest of the compared OMol25 structures with the same formula, charge and spin (kcal per mole) = 59.9
- calculated total energy (Ha) = -401.08129
- E_LUMO (eV) = 0.88
- F_max (hartree/bohr) = 0.01008
- structure (SMILES) = C=C=C[C@](N)(O)OC

Question: Number 4 is which compound?
Answer: CH4OS3

Question: What is the formula in the sixth record?
Answer: C5H9NO2